No. 1
The following is a DFT calculation (ωB97M-V with the def2-TZVPD basis set) of C41H19F15GeN5RuS3 as an isolated structure.

Geometry as XYZ:
```
85
Properties=species:S:1:pos:R:3:mulliken_spin:R:1
H 4.92760 0.90279 0.57123 0.001
H 0.60771 2.44318 -1.10212 0.000
N -0.76547 0.54387 -2.78984 -0.019
F -2.21979 -3.19870 0.34710 -0.007
C -0.56216 -1.22142 4.15212 0.002
H 4.30802 3.28335 0.89422 0.000
C -4.25173 -3.66441 1.34736 0.000
C 3.32940 -1.03521 -0.58811 0.005
F -1.66564 2.19186 3.88732 0.000
C 3.07828 0.41595 -0.39018 0.002
F -0.51136 -2.37304 3.46897 -0.001
C -1.08748 -0.08569 3.55385 0.002
C -3.18972 -2.79197 1.16934 -0.007
C -1.12999 1.05037 4.34260 -0.005
C 5.40987 -2.31234 -1.07621 0.002
H -1.24225 4.21353 -5.51122 0.001
H 6.44997 -2.18853 2.63875 0.000
F -6.21638 -1.79415 3.72867 0.000
C -2.42285 1.45822 1.08461 0.012
C -2.07173 0.43039 -2.63088 -0.003
N 1.90356 0.87773 -0.86426 -0.001
H 1.17874 4.19619 -6.03763 -0.001
F -0.30079 2.43627 1.41681 -0.001
C -3.11116 -1.57775 1.83047 0.012
H 2.09123 4.08270 0.05159 0.000
F 0.32695 -0.06747 7.44508 0.000
F -1.15799 4.85619 0.68561 0.000
C 1.57058 2.15166 -0.70320 0.006
N 2.36275 -1.67698 -1.16500 -0.030
C -0.08361 -1.23918 5.44924 -0.001
H -1.98867 -1.52661 -1.74362 -0.006
C -5.22846 -2.12574 2.89828 0.000
C -0.58485 3.45841 -5.09912 0.024
F -3.75246 5.21920 -0.03998 0.000
C -2.66428 -0.68843 -1.84269 0.009
C -1.58551 2.56238 1.05723 -0.009
N 1.43361 -4.85621 -2.17876 0.005
H -4.03503 1.21230 -3.05011 0.000
Ge -1.63648 -0.27373 1.66446 0.014
C 1.06952 1.42830 -4.07475 -0.033
S 0.07103 -2.64502 -2.66189 0.063
C -3.73472 1.69273 0.71154 0.000
H 2.22255 -5.39571 -1.86939 0.000
H 7.22677 -3.39359 -1.39571 0.000
C 6.16499 -2.21851 1.59516 -0.001
C -5.27500 -3.32726 2.21367 0.000
H 0.70346 -5.28973 -2.71118 0.001
C -1.13039 2.46633 -4.25528 -0.001
H 2.61221 2.36165 -5.19424 0.001
S 0.14105 -0.80054 0.58933 0.047
F -0.71542 2.19176 6.36895 0.000
C 3.62551 2.60496 0.39972 -0.003
C -4.19669 2.94186 0.33031 0.000
H 7.90534 -3.30987 0.98169 0.000
H -3.19315 3.10137 -4.42122 0.000
C 0.74938 3.43548 -5.39883 -0.009
Ru 0.78253 -0.63059 -1.83331 0.745
F -4.63565 0.69817 0.68312 0.000
C 3.97223 1.27344 0.23376 0.006
C -4.15388 -1.28323 2.69318 0.005
C -0.12783 -0.07637 6.19671 0.000
C -3.32608 4.01507 0.32193 0.000
C -2.51610 2.38053 -3.97831 0.000
C 1.43536 -3.52232 -1.99558 0.017
C 6.97794 -2.84962 0.66608 0.001
F -4.16798 -0.10613 3.34204 0.000
C -2.00579 3.82591 0.69107 0.001
C 6.59807 -2.89515 -0.66930 -0.001
C 2.40254 3.05472 -0.06692 0.001
C -0.29350 1.49163 -3.68427 0.016
F -5.46630 3.11534 -0.03759 0.000
C 4.59453 -1.66783 -0.14913 -0.002
H -2.92343 -0.33746 -0.84559 -0.004
F -4.29185 -4.82871 0.69952 0.000
C -0.65685 1.07470 5.64323 -0.001
H 5.11402 -2.34342 -2.11577 0.000
C -2.97667 1.35400 -3.22296 -0.004
C 4.97663 -1.62860 1.18856 0.002
S 2.05187 0.06778 -3.57481 0.113
N 2.45586 -3.02758 -1.33956 0.006
F -6.29802 -4.15522 2.39138 0.000
F 0.41390 -2.35374 5.98375 0.000
H -3.58960 -1.01857 -2.31666 0.000
H 4.32570 -1.16651 1.92101 0.000
C 1.56949 2.40653 -4.90544 0.029
```

Results
**Total charge**: 0
**DFT total energy**: -182643.43211 eV
**HOMO energy (spin up / spin down)**: -7.555 / -7.602 eV
**Multiplicity**: 2
**Lowest unoccupied orbital energy (spin up / spin down)**: -0.5722 / -1.1336 eV
**Energy above the lowest of the compared OMol25 structures with the same formula, charge and spin**: 0.0 kJ/mol
**Maximum force**: 0.52 eV Å⁻¹

---

No. 2
The following is a DFT calculation (ωB97M-V with the def2-TZVPD basis set) of a 2-piece molecular cluster, C4H14N3 overall.

Geometry as XYZ:
```
21
Properties=species:S:1:pos:R:3:lowdin_charge:R:1
H -2.32851 0.18866 -0.17152 0.059
N 1.36349 0.81779 -0.58903 0.059
H 0.85703 -1.62185 -0.14351 0.115
H 1.09562 1.91560 1.86402 0.137
H 0.76289 0.53458 -1.34950 0.148
C 1.20311 0.25148 0.60154 -0.450
C -2.29109 -0.65523 -0.86779 -0.153
H -0.97212 -2.23421 -0.05380 0.016
H -2.48398 -2.77831 -0.61593 0.075
H 0.25788 -1.36230 1.32249 0.118
N 1.00211 -1.07572 0.69482 0.194
H 1.54719 0.40034 2.54889 0.141
H 1.13041 2.92070 -0.59144 0.097
N 1.30237 0.94066 1.73203 0.224
H -3.32795 -0.66998 -1.19924 0.072
H 2.39779 2.25046 -1.68651 0.098
H -2.51653 -1.88783 0.87658 0.076
C 1.92615 2.18729 -0.71350 -0.016
C -2.01003 -1.95244 -0.08191 -0.153
H 2.65599 2.29566 0.08287 0.092
H -1.57184 -0.46534 -1.65955 0.051
```

Results
**Total charge**: +1
**DFT total energy**: -8839.48948 eV
**HOMO energy**: -14.977 eV
**Multiplicity**: 1
**Lowest unoccupied orbital energy**: -3.0078 eV
**Energy above the lowest of the compared OMol25 structures with the same formula, charge and spin**: 51.4 kJ/mol
**Maximum force**: 1.62 eV Å⁻¹

---

No. 3
The following is a DFT calculation (ωB97M-V with the def2-TZVPD basis set) of a 2-piece molecular cluster, C18H13Cl2N5 overall.

Geometry as XYZ:
```
38
Properties=species:S:1:pos:R:3:lowdin_charge:R:1
H -0.38788 0.07799 5.43297 0.112
H 5.47194 0.82121 5.33299 0.094
C 0.09779 -4.32300 -1.06767 -0.079
Cl -3.10751 -0.75305 5.61379 0.716
C -2.13159 -2.10178 3.47702 -0.090
H -0.80025 -4.74433 -1.52243 0.112
C 1.27551 -2.08735 1.78080 0.052
H 5.13707 3.65111 0.89075 0.086
N 4.09691 0.08886 3.92748 0.088
H 2.24797 -2.07483 2.28805 0.112
C 3.64932 0.29473 2.71759 -0.331
N 5.45367 3.43053 1.80675 0.148
C 0.01947 -3.32788 -0.08581 -0.001
C 1.20189 -2.87447 0.58163 -0.182
C 0.15082 -1.82519 2.63344 -0.171
C -0.60208 -0.61182 4.62678 -0.072
N 3.35526 1.49291 0.75762 0.063
H -3.12732 -2.53422 3.40375 0.109
C 1.34330 -4.77228 -1.53224 -0.674
Cl 1.45214 -5.88366 -2.81492 0.735
C 2.54774 0.34953 0.80911 -0.194
H 3.35167 -2.96056 0.55059 0.131
C 5.04926 2.32410 2.47748 -0.346
C 2.44389 -3.34036 0.08229 0.007
H 3.48345 -4.55103 -1.35337 0.111
C -1.88352 -1.17658 4.50301 -0.676
H 1.87630 0.11592 -0.05423 0.114
H 1.38302 -0.50386 3.79469 0.102
H -0.96011 -2.89428 0.11441 0.111
C 4.06615 1.44231 1.90864 -0.211
C 0.38868 -0.93547 3.70990 0.009
H -1.31623 -3.35046 1.96218 0.105
C -1.11297 -2.48902 2.60644 -0.012
N 5.53296 2.05500 3.68265 0.092
H 6.13427 4.02651 2.22387 0.090
C 2.51801 -4.24726 -0.96606 -0.079
C 5.05304 0.99171 4.33742 -0.208
N 2.68606 -0.36406 1.96130 0.025
```

Results
**Total charge**: 0
**DFT total energy**: -51369.89614 eV
**HOMO energy**: -7.032 eV
**Multiplicity**: 1
**Lowest unoccupied orbital energy**: -2.2748 eV
**Energy above the lowest of the compared OMol25 structures with the same formula, charge and spin**: 56.2 kJ/mol
**Maximum force**: 3.59 eV Å⁻¹

---

No. 4
The following is a DFT calculation (ωB97M-V with the def2-TZVPD basis set) of an isolated ion of composition H4NO2P2 and charge -1.

Geometry as XYZ:
```
9
Properties=species:S:1:pos:R:3:lowdin_charge:R:1
H -1.91238 0.45022 0.25661 -0.176
P 0.51309 -0.14176 -0.61640 -0.089
O -0.37397 -0.81402 -1.54225 -0.447
P -0.79671 1.42369 0.41815 0.459
H -1.45087 2.16253 -0.67936 -0.193
H 1.45206 -0.80723 1.44247 0.061
N 0.80172 -1.17352 0.67328 -0.163
O 1.77770 0.57899 -1.01765 -0.483
H -0.01063 -1.67890 1.06515 0.031
```

Results
**Total charge**: -1
**DFT total energy**: -24230.86743 eV
**HOMO energy**: -4.078 eV
**Multiplicity**: 1
**Lowest unoccupied orbital energy**: 4.3488 eV
**Energy above the lowest of the compared OMol25 structures with the same formula, charge and spin**: 31.5 kJ/mol
**Maximum force**: 3.28 eV Å⁻¹

---

Among the records above, which one has the lowest DFT total energy?
C41H19F15GeN5RuS3